Below is a cluster of 12 separate species, C48H116N12O8 in total in a non-equilibrium geometry, with properties calculated with the ωB97M-V functional and the def2-TZVPD basis.

Values from the calculation:
**Lowest unoccupied orbital energy**: 0.211 eV
**Kohn-Sham gap**: 8.315 eV
**Energy**: -85921.383 eV
**SMILES string**: CCN(CC)CC.CCN(CC)CC.CCN(CC)CC.CCN(CC)CC.CNC(C)=O.CNC(C)=O.CNC(C)=O.CNC(C)=O.CNC(C)=O.CNC(C)=O.CNC(C)=O.CNC(C)=O
**M**: 989.5 g/mol
**Relative energy (zero: lowest compared OMol25 entry of this formula, charge and spin)**: 0.0 kcal per mole
**E_HOMO**: -8.105 eV

Structure (ORCA input):
```
! wB97M-V def2-TZVPD RIJCOSX def2/J DEFGRID3
* xyz 0 1
C 7.8932 1.2895 1.9488
C 7.9252 -0.2254 2.0569
N 7.9264 -0.9635 0.8119
C 9.1137 -0.7832 -0.0087
C 9.5140 -2.0750 -0.6982
C 6.7024 -0.8319 0.0233
C 5.4271 -0.8915 0.8545
H 7.4295 1.7459 2.8277
H 7.3550 1.7316 1.1020
H 8.8811 1.7424 1.8085
H 8.7787 -0.5195 2.6757
H 7.0990 -0.5678 2.6826
H 9.0252 -0.0028 -0.7816
H 9.9308 -0.4209 0.6210
H 9.4218 -2.9219 -0.0133
H 8.8881 -2.3264 -1.5560
H 10.5579 -2.0835 -1.0194
H 6.6392 -1.6433 -0.7069
H 6.7333 0.1020 -0.5602
H 4.5763 -1.0173 0.1788
H 5.2467 0.0310 1.4070
H 5.3850 -1.7729 1.4906
C -5.8598 2.5497 -2.2518
C -5.6120 3.1938 -3.6297
N -5.6547 2.2715 -4.7701
C -6.8276 1.4448 -4.8388
C -8.1381 2.2339 -5.0131
C -4.4428 1.4530 -4.8806
C -3.1964 2.3008 -5.1321
H -5.1141 1.8117 -1.9559
H -6.8142 2.0134 -2.2895
H -6.0268 3.2813 -1.4612
H -6.3943 3.9284 -3.8158
H -4.6508 3.6973 -3.6354
H -6.7661 0.8127 -5.7283
H -6.9819 0.7651 -3.9838
H -8.2828 2.9401 -4.1929
H -8.0504 2.8768 -5.8933
H -8.9794 1.5565 -5.1285
H -4.5396 0.7091 -5.6696
H -4.2906 0.9315 -3.9223
H -3.2914 2.9986 -5.9647
H -2.3296 1.6951 -5.4143
H -2.8899 2.8078 -4.2188
C -2.7948 0.3907 -0.1983
C -1.3948 0.1931 0.3878
N -0.3143 0.5303 -0.5527
C -0.3158 1.9669 -0.8903
C -0.6136 2.2048 -2.3476
C 0.9535 0.0691 -0.0030
C 2.0819 -0.0381 -0.9996
H -3.0101 1.4600 -0.2848
H -3.5604 -0.0486 0.4454
H -2.8829 -0.0767 -1.1790
H -1.2145 0.7758 1.3012
H -1.3581 -0.8800 0.6012
H -1.0548 2.5077 -0.2911
H 0.6519 2.3831 -0.5987
H 0.0715 1.6883 -3.0261
H -1.5714 1.7627 -2.6362
H -0.6189 3.2678 -2.5979
H 0.8025 -0.9052 0.4719
H 1.2520 0.6187 0.9120
H 2.1984 0.8359 -1.6411
H 1.8641 -0.8812 -1.6610
H 3.0410 -0.1771 -0.5062
C -1.9973 -3.8596 -0.4739
C -1.3688 -3.0178 -1.5809
N -1.8192 -3.3969 -2.9191
C -1.2193 -2.4969 -3.8988
C -1.8578 -1.1164 -3.8892
C -1.4912 -4.7742 -3.2173
C -2.2162 -5.3219 -4.4562
H -1.5797 -4.8607 -0.4448
H -3.0862 -3.8663 -0.5743
H -1.8501 -3.3523 0.4843
H -1.5590 -1.9642 -1.3902
H -0.2766 -3.1854 -1.5245
H -1.3920 -2.9037 -4.8956
H -0.1330 -2.4343 -3.7241
H -1.4161 -0.5182 -3.0824
H -2.9232 -1.1540 -3.6655
H -1.6115 -0.5433 -4.7825
H -0.4088 -4.9930 -3.2385
H -1.8729 -5.4413 -2.4376
H -1.8475 -4.8514 -5.3689
H -1.9927 -6.3853 -4.5449
H -3.2845 -5.1523 -4.3512
C 7.1521 0.2857 -3.9380
C 6.6886 -1.1175 -4.3373
O 7.4354 -1.8423 -4.9884
N 5.4504 -1.5211 -3.9969
C 4.5525 -0.7307 -3.1524
H 6.7280 0.6239 -2.9921
H 7.0083 1.0383 -4.7068
H 8.2176 0.1259 -3.7671
H 5.0584 -2.3284 -4.4449
H 4.4330 0.2762 -3.5555
H 4.9741 -0.6457 -2.1519
H 3.5575 -1.1647 -3.1278
C -6.2855 -0.0920 0.4706
C -6.6858 0.3341 1.8605
O -7.0872 1.4767 2.0772
N -6.5099 -0.5619 2.8504
C -6.7850 -0.2483 4.2350
H -5.7557 -1.0474 0.4885
H -5.6114 0.6551 0.0533
H -7.1521 -0.1845 -0.1810
H -5.9571 -1.4067 2.6782
H -7.8458 -0.2630 4.4653
H -6.3090 0.6935 4.5250
H -6.2296 -0.9710 4.8387
C -4.4824 2.5568 2.6513
C -4.3830 3.9896 3.1200
O -3.4000 4.6643 2.8154
N -5.3878 4.4997 3.8537
C -6.5950 3.7863 4.2297
H -3.4993 2.1948 2.3630
H -5.1198 2.5018 1.7664
H -4.8816 1.9222 3.4421
H -5.2640 5.4786 4.0570
H -6.3787 2.8407 4.7262
H -7.1913 3.5198 3.3535
H -7.2182 4.3930 4.8793
C -3.0574 -4.3918 3.0342
C -3.6570 -2.9869 3.0394
O -4.6794 -2.6815 2.4434
N -2.9283 -2.0797 3.7023
C -3.2269 -0.6732 3.8150
H -3.4670 -4.9216 3.8909
H -1.9758 -4.3271 2.9584
H -3.4368 -4.8283 2.1111
H -2.1629 -2.4011 4.2695
H -3.4190 -0.4325 4.8640
H -4.0887 -0.3122 3.2579
H -2.3933 -0.0579 3.4661
C 3.5271 3.0929 0.4580
C 4.7177 2.6087 -0.3484
O 4.5952 1.8181 -1.2787
N 5.8944 3.1950 -0.0664
C 7.1206 2.9511 -0.7837
H 2.6402 2.9823 -0.1585
H 3.6662 4.1455 0.7050
H 3.3659 2.5221 1.3729
H 5.9180 3.8089 0.7291
H 7.1058 3.4795 -1.7431
H 7.2623 1.9091 -1.0686
H 7.9815 3.2992 -0.2205
C -0.6188 3.3767 2.2964
C -0.0435 3.8297 3.6243
O 1.0412 3.4170 4.0139
N -0.7582 4.7541 4.2930
C -0.3161 5.3778 5.5316
H -0.9963 4.2036 1.6988
H -1.4640 2.7344 2.5515
H 0.1172 2.8084 1.7385
H -1.6906 4.9987 3.9871
H -0.3687 4.7029 6.3900
H -1.0424 6.1640 5.7278
H 0.7113 5.7202 5.4438
C 3.8030 -1.7911 3.8370
C 2.6332 -2.3541 4.6112
O 2.7868 -3.1971 5.4847
N 1.3870 -1.8671 4.3545
C 1.0326 -0.9664 3.2789
H 3.5654 -1.1073 3.0209
H 4.2720 -2.6384 3.3431
H 4.4509 -1.2163 4.4964
H 0.6396 -2.3091 4.8570
H -0.0529 -0.8908 3.1999
H 1.4201 -1.3305 2.3289
H 1.4163 0.0482 3.4207
C 0.7622 -4.5051 1.5826
C 1.9178 -3.9235 0.7931
O 2.6423 -3.0891 1.3230
N 2.0482 -4.3289 -0.4786
C 3.0927 -3.8549 -1.3651
H 0.1328 -3.7103 1.9814
H 1.0351 -5.2109 2.3632
H 0.0940 -5.0438 0.9030
H 1.4402 -5.0482 -0.8280
H 2.6404 -3.4477 -2.2735
H 3.7834 -4.6511 -1.6389
H 3.6172 -3.0317 -0.8865
*
```

Below is a structure of composition C48H120As2F12N6O6 in a non-equilibrium geometry, with properties calculated with the ωB97M-V functional and the def2-TZVPD basis.

Values from the calculation:
**Lowest unoccupied orbital energy**: -7.240 eV
**Kohn-Sham gap**: 9.558 eV
**Energy**: -227200.035 eV
**M**: 1255.3 g/mol
**Relative energy (zero: lowest compared OMol25 entry of this formula, charge and spin)**: 0.0 kcal per mole
**E_HOMO**: -16.798 eV

Structure (ORCA input):
```
! wB97M-V def2-TZVPD RIJCOSX def2/J DEFGRID3
* xyz 4 1
C -5.1853 -3.6765 -2.8930
C -5.0335 -2.1762 -2.5633
N -4.1723 -1.8519 -1.3358
C -5.1030 -2.4122 -0.2558
C -2.8329 -2.6567 -1.3816
C -1.9513 -2.3274 -2.6304
C -3.9710 -0.3203 -1.1631
C -5.2367 0.5730 -1.1140
O -5.8766 0.5760 -2.3504
C -7.0279 1.4918 -2.3580
H -5.8065 -4.2347 -2.1925
H -4.2347 -4.2067 -2.9503
H -5.6368 -3.9331 -3.8514
H -6.0234 -1.7351 -2.4467
H -4.5878 -1.7594 -3.4665
H -5.1670 -3.5003 -0.2556
H -6.1340 -2.0722 -0.1578
H -4.6524 -2.1567 0.7033
H -3.0274 -3.7263 -1.3023
H -2.3250 -2.2777 -0.4948
H -1.5808 -1.3055 -2.7105
H -2.3865 -2.5901 -3.5946
H -1.0401 -2.9256 -2.6245
H -3.2669 0.0687 -1.8986
H -3.4529 -0.2535 -0.2064
H -4.8026 1.5406 -0.8624
H -5.9131 0.3415 -0.2912
H -7.5667 1.6299 -3.2954
H -6.7213 2.4344 -1.9046
H -7.8211 1.1060 -1.7176
C 1.5105 -4.1469 -8.7857
C 2.7668 -3.4784 -8.1527
N 2.4047 -2.1878 -7.2907
C 3.7395 -1.6672 -6.5986
C 1.7566 -1.0932 -8.2238
C 2.5905 -0.7328 -9.5734
C 1.3882 -2.5718 -6.1585
C 1.0940 -1.5797 -5.0070
O 0.9303 -0.2183 -5.3295
C 1.3462 0.7058 -4.4087
H 0.7102 -4.3497 -8.0740
H 1.7478 -5.0022 -9.4183
H 1.0054 -3.4913 -9.4951
H 3.6087 -3.2353 -8.8009
H 3.1241 -4.1216 -7.3486
H 4.1248 -2.4339 -5.9263
H 3.3121 -0.7879 -6.1168
H 4.3093 -1.2405 -7.4241
H 1.8220 -0.2735 -7.5084
H 0.7487 -1.4593 -8.4191
H 2.1013 0.0200 -10.1916
H 2.7202 -1.6640 -10.1248
H 3.5705 -0.3126 -9.3472
H 1.6435 -3.5578 -5.7701
H 0.4768 -2.7230 -6.7370
H 1.9559 -1.7009 -4.3509
H 0.1887 -1.8257 -4.4521
H 1.1513 1.6915 -4.8312
H 2.4107 0.6237 -4.1893
H 0.8638 0.5854 -3.4387
C 3.4866 -0.1593 3.5854
C 3.6499 0.5811 2.2444
N 4.9429 0.2796 1.4556
C 6.2243 0.5056 2.3133
C 4.8136 -1.2362 1.0493
C 3.8215 -1.7208 -0.0718
C 5.1717 1.0923 0.0841
C 5.9055 2.5285 0.0572
O 5.3903 3.2982 1.0999
C 6.1078 4.5709 1.3755
H 4.0584 0.2480 4.4191
H 3.7121 -1.2251 3.5496
H 2.4593 -0.0243 3.9237
H 3.7045 1.6276 2.5443
H 2.8820 0.5319 1.4723
H 6.1718 -0.1212 3.2035
H 6.1512 1.5211 2.7027
H 7.0440 0.1982 1.6638
H 4.6591 -1.9420 1.8653
H 5.8579 -1.4383 0.8110
H 3.7251 -2.8037 -0.1502
H 4.1330 -1.2739 -1.0159
H 2.7914 -1.4389 0.1462
H 4.2212 1.1656 -0.4443
H 5.7974 0.4697 -0.5554
H 5.7993 3.0169 -0.9115
H 6.9792 2.3902 0.1843
H 7.1914 4.6373 1.4726
H 5.6764 5.3101 2.0505
H 5.9561 5.1377 0.4569
C -1.6371 3.2825 7.5648
C -1.5309 2.2881 6.3268
N -0.7737 2.8085 5.1166
C -0.5148 1.6238 4.1416
C -1.7422 3.9355 4.4919
C -3.1099 3.3853 3.8995
C 0.5864 3.4323 5.6132
C 1.6862 3.5959 4.6311
O 1.3655 4.0178 3.2938
C 2.5108 4.0628 2.4662
H -1.9199 4.2934 7.2711
H -0.7732 3.2679 8.2293
H -2.4384 2.9174 8.2072
H -2.4897 1.9576 5.9274
H -1.0589 1.3581 6.6437
H -1.4516 1.1912 3.7904
H -0.0897 0.8615 4.7945
H 0.1683 1.9209 3.3457
H -1.1092 4.5259 3.8294
H -2.1494 4.7082 5.1439
H -3.8017 3.0083 4.6529
H -3.0546 2.7087 3.0468
H -3.6447 4.1452 3.3297
H 1.0003 2.8567 6.4411
H 0.2526 4.3908 6.0106
H 2.0776 2.5847 4.5196
H 2.5167 4.1873 5.0166
H 3.5065 4.3918 2.7635
H 2.2193 4.8935 1.8234
H 2.6978 3.2115 1.8116
C 0.5223 -4.7433 1.4983
C -0.3952 -4.7325 2.8261
N 0.3586 -4.1936 4.0470
C 0.8179 -2.6668 3.8653
C -0.5820 -4.1682 5.3116
C -1.7813 -3.1505 5.2640
C 1.6582 -4.9898 4.4132
C 1.5340 -6.4514 4.8357
O 1.0644 -7.2038 3.7317
C 1.1184 -8.6406 3.8831
H 0.7740 -3.7114 1.2536
H -0.0376 -5.1321 0.6477
H 1.4217 -5.3543 1.5747
H -0.7575 -5.6923 3.1945
H -1.2978 -4.1272 2.7419
H 0.8307 -2.1734 4.8371
H 0.0695 -2.2047 3.2215
H 1.7574 -2.6045 3.3161
H 0.1106 -3.8552 6.0930
H -0.7879 -5.2251 5.4810
H -2.5180 -3.2673 4.4692
H -1.4616 -2.1268 5.0691
H -2.3512 -3.2324 6.1895
H 2.1190 -4.4800 5.2593
H 2.3882 -4.8731 3.6123
H 0.9323 -6.5894 5.7340
H 2.5402 -6.7348 5.1445
H 0.7290 -8.9867 4.8405
H 2.1736 -8.8968 3.7878
H 0.7119 -9.2551 3.0798
C -0.6149 6.6713 -0.1872
C -1.3346 5.3127 -0.3695
N -1.3072 4.7525 -1.8257
C -1.9931 5.8345 -2.6934
C 0.1599 4.5302 -2.3945
C 1.0060 3.6363 -1.6540
C -2.1340 3.4579 -1.7462
C -2.6350 2.9126 -3.1149
O -1.6283 2.2762 -3.8955
C -2.0475 1.8421 -5.1528
H -1.2179 7.4834 -0.5932
H 0.3578 6.7232 -0.6763
H -0.4615 6.9137 0.8644
H -2.3927 5.3744 -0.1150
H -0.8708 4.5125 0.2072
H -2.1321 5.4885 -3.7176
H -1.5001 6.8055 -2.6461
H -2.9390 5.8583 -2.1522
H 0.5888 5.5283 -2.4838
H 0.0472 4.2761 -3.4484
H 1.1757 3.8242 -0.5938
H 2.0722 3.7636 -1.8411
H 0.6776 2.5996 -1.7278
H -2.9678 3.7281 -1.0982
H -1.4981 2.7128 -1.2680
H -3.2648 3.5950 -3.6857
H -3.3573 2.1490 -2.8265
H -1.1469 1.6897 -5.7476
H -2.6738 2.5584 -5.6845
H -2.5377 0.8727 -5.0625
As -4.7619 -0.7625 3.6634
F -3.4601 0.1721 4.4594
F -6.0540 0.0826 4.5416
F -6.0246 -1.7968 2.8195
F -3.4936 -1.7154 2.7706
F -4.8245 -1.9084 5.0036
F -4.7172 0.4129 2.3119
As 0.0052 0.0459 0.4168
F 0.8402 -0.1082 2.0025
F -0.4998 1.6952 0.9373
F -0.7899 0.2873 -1.2100
F 0.3495 -1.6485 -0.0272
F -1.4902 -0.5240 1.1792
F 1.4606 0.5712 -0.4292
*
```